1.
Below is a molecular structure, C25H28BrGeN3O4SSr in a non-equilibrium geometry, with properties calculated with ωB97M-V with the def2-TZVPD basis set.

The value obtained for the LUMO energy (alpha / beta) is 3.65 / 3.65 eV. The energy relative to the best compared isomer or geometry (same formula, charge and spin) is 26.1 kcal/mol. The orbital gap (alpha / beta) comes out at 0.1874 / 0.1940 Ha. Its charge is -2. The HOMO energy (alpha / beta) comes out at -0.0531 / -0.0599 Eh.

Each line ends with the natural charge from an NBO analysis.
Element x y z (Å)
Sr: -15.0971 5.3502 -10.8619  1.839
Br: -10.2331 0.6214 -7.3102  -0.019
Ge: -15.3669 8.0576 -7.7102  1.532
S: -16.7170 8.7100 -12.2176  2.301
O: -20.1447 5.6088 -10.7478  -0.788
O: -15.2480 8.5422 -12.0654  -1.025
O: -17.3256 9.9718 -11.7967  -1.012
O: -17.9125 5.3152 -10.4241  -0.835
N: -15.4286 4.6194 -13.4383  -0.570
N: -13.6481 3.4822 -11.4484  -0.728
N: -17.3570 7.4592 -11.6555  -1.031
C: -17.2549 9.0680 -16.9370  -0.037
C: -11.4937 0.9085 -9.8462  -0.224
C: -18.0334 9.6222 -14.7433  -0.187
C: -11.9057 2.7243 -8.3117  -0.226
C: -15.1308 8.5102 -5.8061  -1.095
C: -17.2754 8.2821 -8.0840  -1.081
C: -12.6529 3.3893 -9.2775  -0.263
C: -16.0690 8.3196 -14.9925  -0.134
C: -18.7982 7.2687 -11.5462  -0.351
C: -18.9282 5.9513 -10.8062  0.771
C: -17.0144 8.8702 -14.1257  -0.308
C: -11.3473 1.4831 -8.5997  -0.125
C: -12.8600 2.8137 -10.5405  0.243
C: -14.4614 3.6849 -13.7575  0.112
C: -16.1595 8.4245 -16.3783  -0.262
C: -17.5303 8.7195 -18.3813  -0.619
C: -13.5676 3.1713 -12.7513  -0.043
C: -14.5422 9.5249 -8.7293  -1.089
C: -18.1697 9.7205 -16.1226  -0.254
C: -15.2134 3.6632 -16.0418  -0.192
C: -12.2637 1.5605 -10.8043  -0.302
C: -14.4726 6.4419 -8.3124  -1.266
C: -16.1428 4.6443 -15.7060  -0.328
C: -16.2129 5.1015 -14.4076  0.080
C: -14.3508 3.1896 -15.0896  -0.248
H: -14.9990 10.4730 -8.4994  0.203
H: -18.1226 7.7975 -18.3696  0.211
H: -15.4409 7.9512 -17.0158  0.197
H: -13.0757 4.3727 -9.0410  0.252
H: -19.0254 10.2704 -16.5262  0.197
H: -11.0498 -0.0472 -10.0412  0.207
H: -18.1166 9.4845 -18.8860  0.197
H: -13.4749 9.5508 -8.5390  0.200
H: -17.4564 8.3553 -9.1328  0.250
H: -19.3107 7.1678 -12.5108  0.182
H: -14.6803 9.3222 -9.7775  0.256
H: -16.9307 5.8434 -14.0868  0.228
H: -14.0964 8.5297 -5.5095  0.206
H: -12.3964 1.0252 -11.7440  0.207
H: -15.2180 7.7994 -14.5742  0.217
H: -17.6235 9.1957 -7.6152  0.200
H: -15.5017 9.5345 -5.6604  0.204
H: -12.7965 2.4673 -13.1097  0.154
H: -11.6946 3.1967 -7.3692  0.222
H: -13.8212 6.1671 -7.4438  0.119
H: -16.8257 5.0084 -16.4663  0.209
H: -19.3206 8.0435 -10.9708  0.196
H: -15.1879 3.2233 -17.0073  0.194
H: -13.6227 2.4243 -15.3119  0.197
H: -18.7417 10.1430 -14.0822  0.227
H: -17.8621 7.4560 -7.6948  0.223
H: -15.7094 7.8906 -5.1037  0.209
H: -16.6153 8.5419 -18.9417  0.202

2.
Below is 5 unconnected molecules or ions with the total composition C33H55N3O15 in a non-equilibrium geometry, with properties calculated with ωB97M-V with the def2-TZVPD basis set.

The value obtained for the LUMO energy is 0.41 eV. The orbital gap comes out at 0.3242 Ha. Its SMILES is Cc1ccc(C(C)C)c(OC[C@](C#N)(C[C@H](O)CN)[C@@H](C#N)C[C@@H](C)O)c1.COC(=O)OC.COC(=O)OC.COC(=O)OC.COC(=O)OC. The HOMO energy comes out at -0.3092 Eh.

Each line ends with the Löwdin charge.
Element x y z (Å)
O: -2.0959 5.5839 3.7326  0.123
O: -3.2665 6.3374 5.5344  -0.028
O: 3.9375 -1.1383 -8.5497  0.121
O: -3.2156 4.1758 -1.7853  -0.089
O: 0.8584 -0.2573 -1.6254  -0.134
O: -4.2661 4.1024 9.1466  0.005
O: 5.2286 -2.7893 -7.6642  -0.006
O: -4.4825 2.6315 10.7362  -0.004
O: 4.2715 -8.6756 -3.2119  -0.001
O: -2.5320 3.7940 10.5861  0.119
O: -2.8506 4.2002 5.3748  -0.016
O: 3.5080 -2.0901 -6.5290  -0.008
O: 6.2264 -7.7509 -3.4559  -0.001
O: 4.5539 -6.5279 -2.5172  0.113
O: -4.8215 -0.4225 -0.8131  -0.092
N: -1.3228 -0.1469 -4.8273  0.129
N: -2.0490 0.5215 1.3208  0.173
N: -4.6260 -1.7686 1.5878  -0.028
C: 4.1975 -1.9248 -7.6711  -0.597
C: -3.0256 1.6909 -2.2769  -0.103
C: 2.9131 -8.6031 -2.7833  -0.048
C: 2.7056 -3.0816 -1.0749  -0.079
C: -2.2731 3.1006 4.6718  -0.035
C: -1.6308 0.8619 -2.2457  -0.189
C: 1.2845 3.0119 2.5302  -0.092
C: 7.0912 -6.6265 -3.3048  -0.047
C: -2.7297 -1.5652 -1.7812  -0.084
C: -0.2192 -1.1692 -1.2933  -0.143
C: -3.6458 3.5362 10.1959  -0.596
C: 3.0057 -0.5782 -0.0960  -0.075
C: -3.4895 5.0911 8.4704  -0.046
C: 3.6349 -1.7692 -0.9763  -0.349
C: 4.9742 -7.5468 -3.0109  -0.595
C: 1.1884 1.2911 0.4531  0.028
C: -3.9636 -2.5143 0.4494  -0.194
C: 1.9548 1.7801 1.7144  -0.204
C: -3.9513 1.9470 11.8688  -0.051
C: -3.1604 7.6610 5.0121  -0.040
C: 4.0623 -1.1807 -2.4445  -0.076
C: -1.3062 0.4687 -3.7828  -0.119
C: -2.7126 3.2062 -2.7577  -0.384
C: 1.6345 0.1159 -0.4825  -0.143
C: 3.7891 -0.0857 1.1888  -0.013
C: 2.3761 -1.2305 -6.3984  -0.048
C: 6.0536 -2.7245 -8.8257  -0.050
C: 3.2818 1.0714 2.1200  -0.032
C: -1.6946 -0.4512 -1.2822  -0.277
C: -4.0995 -1.6819 -0.9671  -0.325
C: -3.3270 3.5268 -4.2282  -0.066
C: -1.9049 0.0757 0.2067  -0.121
C: -2.6774 5.3930 4.7734  -0.585
H: -2.1134 7.9644 4.9406  0.100
H: -2.4731 2.1942 5.2447  0.099
H: 3.2729 -1.4857 -3.2242  0.065
H: -4.4374 3.2566 -4.2686  0.084
H: -4.0856 5.4790 7.6447  0.082
H: 4.7856 -0.5769 1.5023  0.094
H: -2.2014 -2.5962 -1.6960  0.133
H: 1.6547 -1.4183 -7.1969  0.100
H: 2.3752 -7.8293 -3.3360  0.098
H: 0.2008 1.8220 0.1693  0.085
H: 7.2018 -6.3642 -2.2500  0.098
H: 6.8492 -3.4622 -8.7117  0.092
H: 2.0292 -2.9786 -1.9920  0.068
H: -1.5730 3.3984 -2.8564  0.142
H: -2.4608 4.7258 -1.4633  0.103
H: 1.8969 -1.4498 -5.4431  0.079
H: 0.2703 3.2723 2.0328  0.078
H: -3.6681 8.3345 5.7041  0.095
H: 2.4450 -9.5657 -2.9935  0.094
H: -2.7089 2.9298 -5.0015  0.082
H: -3.4842 1.7799 -1.2270  0.121
H: 6.5097 -1.7363 -8.9201  0.098
H: -1.1909 3.2230 4.5867  0.082
H: -0.8347 1.6241 -1.8910  0.133
H: -5.6188 -1.5871 1.3728  0.057
H: 2.6859 -0.1830 -6.3958  0.101
H: 1.0040 2.5707 3.5626  0.076
H: -2.8519 -2.6494 0.6784  0.109
H: -3.1974 4.6497 -4.4678  0.087
H: -0.1686 -2.0260 -2.0745  0.137
H: 5.4788 -2.9720 -9.7213  0.098
H: -2.7288 2.9917 3.6849  0.097
H: -4.1978 -0.8362 1.7091  0.038
H: -3.7306 2.6499 12.6756  0.098
H: 3.8181 1.4276 3.0657  0.094
H: -4.5467 -3.5068 0.3611  0.120
H: 8.0711 -6.9043 -3.6957  0.094
H: 1.9797 3.9176 2.6232  0.082
H: 2.1414 -3.1817 -0.0856  0.083
H: -3.0061 -1.4746 -2.9049  0.137
H: -3.6511 7.7318 4.0387  0.099
H: -2.5781 4.6517 8.0594  0.095
H: 5.1134 -1.5509 -2.7659  0.084
H: 4.6335 -2.0906 -0.4830  0.126
H: 3.4014 -3.9891 -1.2185  0.083
H: -3.8135 1.1875 -2.9613  0.133
H: -5.7594 -0.6283 -0.5926  0.103
H: -0.0074 -1.6849 -0.2756  0.152
H: -3.2509 5.9191 9.1425  0.101
H: -4.8018 -2.3487 -1.6138  0.144
H: -3.0579 1.3815 11.5936  0.098
H: -4.7089 1.2452 12.2204  0.093
H: 6.7194 -5.7743 -3.8784  0.098
H: 4.1381 -0.0389 -2.3697  0.082
H: 2.8574 -8.4194 -1.7077  0.098

3.
Below is a molecular structure, C11H18O11P2Tl, with properties calculated with ωB97M-V with the def2-TZVPD basis set.

The value obtained for the LUMO energy is -3.41 eV. The orbital gap comes out at 0.2961 Ha. Its charge is +1. The HOMO energy comes out at -0.4216 Eh.

Each line ends with the natural charge from an NBO analysis.
Element x y z (Å)
Tl: -1.6595 2.2033 1.6981  0.928
P: 0.2531 -1.0811 4.3775  2.365
P: -0.2156 -1.7013 1.6082  2.326
O: -1.2858 -1.1708 4.7297  -0.981
O: 0.7360 0.2227 3.8884  -1.136
O: -1.2698 2.9511 -5.2655  -0.453
O: -1.4345 -0.9162 1.8759  -1.131
O: -0.6500 2.3004 -0.6486  -0.747
O: 2.0090 -2.4675 2.9097  -0.689
O: 1.0490 -0.8777 0.9910  -0.518
O: 0.6034 0.1275 0.0612  -0.207
O: -0.4293 -2.8320 0.5173  -0.979
O: 0.9577 -1.6804 5.6511  -0.976
O: 0.9001 2.3805 2.0571  -0.992
C: 1.6321 -1.3853 -1.6040  -0.709
C: -0.0875 1.0962 -4.5435  -0.261
C: 0.0660 -3.7474 3.4505  -0.639
C: 0.6140 -2.3708 3.1137  -0.454
C: -1.9739 4.1753 -5.0566  -0.262
C: -0.4961 1.8896 -1.8222  0.526
C: -0.8283 2.2859 -4.2048  0.404
C: 0.4333 0.3351 -3.5756  -0.122
C: -1.0247 2.6559 -2.9067  -0.411
C: 0.2495 0.6516 -2.1708  -0.274
C: 0.7932 -0.1975 -1.2518  0.479
H: 0.9896 -0.5509 -3.8473  0.222
H: 1.2583 1.6307 2.5516  0.519
H: 1.2620 2.3385 1.1631  0.495
H: 0.4722 -4.0686 4.4083  0.256
H: 1.0073 -2.1950 -1.9798  0.260
H: 2.3419 -1.1094 -2.3806  0.254
H: 2.4206 -1.5979 3.0067  0.494
H: -1.3019 -3.2520 0.5567  0.532
H: -1.8367 -0.7918 4.0240  0.537
H: -1.5717 3.5469 -2.6376  0.233
H: 0.0326 0.8568 -5.5906  0.244
H: 0.8956 -1.1522 6.4600  0.534
H: 2.1814 -1.7542 -0.7476  0.261
H: -1.0227 -3.7350 3.5175  0.231
H: 0.3793 -4.4580 2.6863  0.241
H: -2.1696 4.5764 -6.0449  0.217
H: -1.3636 4.8766 -4.4867  0.191
H: -2.9161 3.9922 -4.5386  0.190

4.
Below is 4 unconnected molecules or ions with the total composition C26H36Cl3N2O7 in a non-equilibrium geometry, with properties calculated with ωB97M-V with the def2-TZVPD basis set.

The value obtained for the LUMO energy is -4.33 eV. The orbital gap comes out at 0.2764 Ha. Its charge is +1. The HOMO energy comes out at -0.4355 Eh.

Each line ends with the Löwdin charge.
Element x y z (Å)
Cl: 4.1740 1.8393 -0.7576  0.645
Cl: -1.1437 -3.0014 1.7309  0.798
Cl: 2.0746 0.4906 -2.6495  0.683
O: 1.9091 1.5372 4.8065  0.038
O: -5.1470 0.5986 -3.4134  0.021
O: 4.6244 -4.1458 -1.8181  0.113
O: -7.2488 1.4150 -3.5029  0.128
O: 0.6897 0.3341 3.3433  0.058
O: 5.4254 -3.9987 -3.9221  0.035
O: -1.1591 1.2646 -2.9890  0.036
N: -1.9645 0.7686 0.2786  0.192
N: -0.8021 1.0625 -0.2447  -0.067
C: 5.1373 -3.5044 -2.6922  -0.487
C: 0.3865 1.6692 6.5860  -0.149
C: -3.4704 -0.8262 1.4381  -0.150
C: -5.7802 1.6888 -5.4037  -0.076
C: -3.9925 0.6410 -4.2653  -0.170
C: -0.9568 -1.4330 0.9562  -0.422
C: 0.8426 0.7884 4.4499  -0.457
C: -1.1310 2.3226 -2.4136  -0.187
C: 2.2322 -2.1350 1.7945  -0.076
C: 1.8459 1.8275 6.2151  -0.140
C: 2.5635 1.3563 -0.1280  -0.642
C: 2.2895 1.6707 1.3675  -0.080
C: 1.6537 0.7482 -0.9431  -0.643
C: -0.0719 0.5795 5.6319  -0.069
C: -4.5358 0.8556 -5.6638  -0.155
C: -0.7283 2.4022 -0.8948  -0.039
C: -4.3435 0.1469 3.6239  -0.115
C: 5.7756 -1.6829 -4.0438  -0.161
C: 1.5613 -1.9387 0.3698  -0.179
C: -3.4331 -1.0144 3.0158  -0.239
C: -2.0731 -0.4409 0.8492  -0.175
C: 6.1307 -3.0083 -4.6867  -0.154
C: -6.1874 1.2305 -4.0231  -0.485
C: 0.3418 0.3340 -0.2829  -0.095
C: 0.3232 -1.0136 0.3565  -0.075
C: 5.5953 -2.0698 -2.5862  -0.083
H: 6.5274 -0.9104 -4.2047  0.120
H: -3.8467 -1.7347 0.8925  0.126
H: 0.2333 1.4277 7.6371  0.125
H: -5.4082 -0.0937 3.3502  0.086
H: -6.5632 1.4833 -6.1303  0.130
H: 3.1182 2.2822 1.8170  0.094
H: -5.5565 2.7570 -5.3714  0.133
H: 3.3501 -2.1100 1.7094  0.090
H: -4.1814 0.0067 1.1776  0.117
H: -4.8219 -0.1040 -6.1016  0.123
H: -0.1535 2.5950 6.3719  0.124
H: -1.5225 3.0375 -0.4068  0.147
H: -3.9532 -1.9708 3.2585  0.108
H: 0.0981 -0.4191 6.0402  0.141
H: -4.2651 0.1865 4.7373  0.072
H: -3.8205 1.3305 -6.3353  0.119
H: -4.1137 1.1356 3.1569  0.073
H: 0.2389 2.9229 -0.7054  0.137
H: 7.2009 -3.2237 -4.6326  0.130
H: -1.4520 3.2289 -3.0093  0.149
H: -3.3506 1.4602 -3.9391  0.096
H: 4.8425 -1.4547 -2.0957  0.100
H: 1.2169 -2.9575 0.0321  0.122
H: 2.4895 1.1212 6.7446  0.134
H: 1.9823 -3.1648 2.1670  0.078
H: 6.5378 -2.0370 -2.0359  0.136
H: -3.4404 -0.2945 -4.1795  0.127
H: 2.2084 2.8381 6.3969  0.131
H: 1.8851 -1.3387 2.4926  0.045
H: 4.8270 -1.3176 -4.4466  0.114
H: 5.8141 -3.0570 -5.7278  0.128
H: -1.1151 0.7045 5.3466  0.122
H: 2.3449 -1.6278 -0.3614  0.102
H: -2.3848 -0.9499 3.3988  0.082
H: 1.3123 2.1936 1.5469  0.094
H: 2.3147 0.6955 1.9199  0.066

E values (in Eh) by entry order: -6514.50867; -2582.98388; -2112.70758; -3028.79883.